[1]
Computed, not measured: an isolated molecule of C6H11N in a non-equilibrium geometry, with ωB97M-V with the def2-TZVPD basis set.

Properties
Charge: 0
Kohn-Sham gap (hartree): 0.3378
Energy (eV): -7888.4470
2S+1: 1
Energy relative to the best compared isomer or geometry (same formula, charge and spin) (kJ/mol): 201.1

Last column: Mulliken charge in e.
Element x y z (Å)
C 2.1177 0.1207 -1.5504  -0.807
N 1.0356 -0.8120 -1.2677  -0.351
C -0.1170 -0.2572 -0.5864  0.401
C 0.0495 0.1397 0.6993  -0.265
C -1.0784 0.3331 1.5969  -0.173
C -0.9746 0.5185 2.9208  -0.907
C -1.3801 -0.0849 -1.3928  -1.203
H 2.3970 0.2791 -2.5911  0.270
H 2.0036 1.0925 -1.0673  0.291
H 3.0373 -0.3299 -1.1628  0.321
H 1.3062 -1.5862 -0.6799  0.330
H 1.0379 0.3087 1.1105  0.356
H -2.0728 0.1307 1.2025  0.214
H -1.8833 0.8627 3.3979  0.252
H -0.0458 0.4784 3.4693  0.286
H -1.0844 0.0137 -2.4361  0.370
H -1.9657 0.7118 -0.9442  0.338
H -1.9801 -1.0050 -1.3493  0.278

---

[2]
Computed, not measured: an isolated molecule of C6H11N in a non-equilibrium geometry, with ωB97M-V with the def2-TZVPD basis set.

Properties
Charge: 0
Kohn-Sham gap (hartree): 0.3087
Energy (eV): -7887.2238
2S+1: 1
Energy relative to the best compared isomer or geometry (same formula, charge and spin) (kJ/mol): 319.1

Last column: Mulliken charge in e.
Element x y z (Å)
C -1.7355 -0.3590 -0.7728  -1.003
C -1.4444 0.7867 0.2992  -0.862
N 1.3484 -1.4173 1.1042  -0.535
C 0.4453 -0.3961 1.4413  -0.499
C 0.0916 0.6569 0.6600  0.416
C 0.9370 1.2685 -0.4173  -0.414
C 2.0237 0.8079 -1.0602  -0.584
H -2.4985 0.0691 -1.4298  0.308
H -0.8800 -0.5392 -1.3972  0.345
H -2.0452 -1.2812 -0.3018  0.307
H -1.5290 1.8194 -0.0564  0.392
H -2.0284 0.6462 1.2046  0.451
H 1.6097 -2.1475 1.7565  0.274
H 0.7711 -2.0697 0.5183  0.239
H -0.1222 -0.6300 2.3364  0.369
H 0.2672 1.8158 -1.0877  0.233
H 2.6764 0.0184 -0.6649  0.310
H 2.1128 0.9510 -2.1324  0.251

---

[3]
Computed, not measured: an isolated molecule of C6H11N in a non-equilibrium geometry, with ωB97M-V with the def2-TZVPD basis set.

Properties
Charge: 0
Kohn-Sham gap (hartree): 0.3303
Energy (eV): -7886.6358
2S+1: 1
Energy relative to the best compared isomer or geometry (same formula, charge and spin) (kJ/mol): 375.9

Last column: Mulliken charge in e.
Element x y z (Å)
C 0.8565 -1.8468 -2.9669  -0.741
C 0.5911 -0.7670 -2.2647  -0.024
N -0.2012 -0.9502 -1.0443  -0.365
C -0.8232 0.3175 -0.4130  -0.599
C 0.1140 1.3074 3.1969  -0.909
C -0.1444 0.4828 1.8495  -0.297
C 0.0269 0.9175 0.5065  -0.173
H 0.2447 -2.7416 -2.8173  0.220
H 1.2376 -1.8385 -3.9833  0.265
H 1.0015 0.2398 -2.4551  0.272
H -0.9802 -1.6984 -1.1869  0.270
H -1.1610 1.0226 -1.2985  0.310
H -1.7645 -0.1046 0.1056  0.332
H 0.5465 2.2894 2.7814  0.267
H -0.7591 1.5892 3.7633  0.268
H 0.7391 0.6473 3.9333  0.235
H -0.2925 -0.5882 1.9928  0.375
H 0.7683 1.7217 0.3008  0.295

---

[4]
Computed, not measured: an isolated molecule of C6H11N in a non-equilibrium geometry, with ωB97M-V with the def2-TZVPD basis set.

Properties
Charge: 0
Kohn-Sham gap (hartree): 0.3147
Energy (eV): -7888.4635
2S+1: 1
Energy relative to the best compared isomer or geometry (same formula, charge and spin) (kJ/mol): 199.5

Last column: Mulliken charge in e.
Element x y z (Å)
C -0.6567 0.7632 1.8119  -1.686
C -0.1554 0.1786 0.5324  0.562
C 1.0132 -0.4389 0.4676  -0.081
N 1.9928 -0.3362 1.4637  -0.421
C -1.0137 0.4625 -0.6997  -0.721
C -0.3660 0.1929 -2.0506  -0.396
C -0.5767 -1.0143 -2.5952  -0.688
H -0.1171 1.7188 1.9531  0.306
H -1.7270 0.9512 1.9275  0.362
H -0.3980 0.1793 2.7141  0.367
H 1.3376 -1.0945 -0.3395  0.384
H 1.8152 0.0467 2.3720  0.149
H 2.9453 -0.4705 1.1720  0.192
H -1.5019 1.4419 -0.6928  0.399
H -1.8661 -0.2285 -0.5525  0.285
H 0.4774 0.8483 -2.2374  0.389
H 0.1252 -1.6138 -3.1680  0.304
H -1.3282 -1.5865 -2.0787  0.293

---

[5]
Computed, not measured: an isolated molecule of C6H11N in a non-equilibrium geometry, with ωB97M-V with the def2-TZVPD basis set.

Properties
Charge: 0
Kohn-Sham gap (hartree): 0.3349
Energy (eV): -7887.3776
2S+1: 1
Energy relative to the best compared isomer or geometry (same formula, charge and spin) (kJ/mol): 304.3

Last column: Mulliken charge in e.
Element x y z (Å)
C 2.0721 -0.3596 -0.6358  -1.284
C 0.6608 0.1700 -0.9477  0.207
C 0.1320 1.1496 0.0187  -0.504
C -0.5565 0.4017 1.1924  -0.155
C -2.0640 0.3195 0.9166  -0.766
C -1.0435 -0.8389 0.5236  -0.003
H 2.8372 0.3354 -0.7835  0.376
H 2.5277 -1.2014 -1.2492  0.326
H 2.0359 -0.8016 0.3997  0.289
H 0.5702 0.3380 -2.0603  0.241
H 0.9566 1.8613 0.3642  0.374
H -0.6963 1.6399 -0.6565  0.097
H 0.1177 0.3153 2.1335  0.309
H -2.3655 1.1224 0.1025  0.146
H -2.9392 0.1730 1.6147  0.278
H -1.3895 -1.9049 0.9930  0.291
H -0.3013 -1.8580 -1.1076  0.262
N -0.5544 -0.8617 -0.8184  -0.484

---

[6]
Computed, not measured: an isolated molecule of C6H11N in a non-equilibrium geometry, with ωB97M-V with the def2-TZVPD basis set.

Properties
Charge: 0
Kohn-Sham gap (hartree): 0.3331
Energy (eV): -7886.7170
2S+1: 1
Energy relative to the best compared isomer or geometry (same formula, charge and spin) (kJ/mol): 368.0

Last column: Mulliken charge in e.
Element x y z (Å)
C -2.7152 -0.8903 0.6791  -0.973
C -1.4815 -1.6254 1.1775  -0.303
C -0.2934 -1.6052 0.2072  -0.609
C 0.6577 -0.2594 0.3202  -0.204
C 0.6108 0.8082 -0.6017  -0.342
N 1.5942 1.9339 -0.3641  -0.452
C 2.3029 2.1608 -1.4648  -0.296
H -2.6062 -1.1175 -0.4084  0.226
H -3.6107 -1.2373 1.2407  0.322
H -2.6893 0.2174 0.7838  0.251
H -1.2192 -1.1157 2.1259  0.277
H -1.6917 -2.6718 1.4878  0.332
H 0.5082 -2.4506 0.3772  0.267
H -0.6367 -1.5128 -0.8539  0.266
H 1.0029 -0.2825 1.3875  0.333
H 0.0461 0.8604 -1.5653  0.359
H 2.5578 1.1997 -2.1123  0.212
H 2.6920 3.0411 -1.8201  0.334

---

[7]
Computed, not measured: a cluster of 3 separate species, C6H11N in total in a non-equilibrium geometry, with ωB97M-V with the def2-TZVPD basis set.

Properties
Charge: 0
Kohn-Sham gap (alpha / beta) (hartree): 0.2699 / 0.2776
Energy (eV): -7883.5282
2S+1: 1
Energy relative to the best compared isomer or geometry (same formula, charge and spin) (kJ/mol): 675.7

Last column: Mulliken charge in e.
Element x y z (Å)
C 0.1860 -1.4005 -0.5294  -1.084
C 0.5005 0.7159 0.3233  -0.229
C -0.6292 0.9549 1.2395  -0.928
H 0.4729 1.2207 -0.6371  0.424
H 0.1718 -1.6870 0.5157  0.396
H 1.1835 -1.2975 -0.9425  0.298
H -0.3414 -2.2100 -1.0251  0.424
H -0.3924 0.6898 2.2712  0.339
H -0.9863 1.9874 1.2003  0.296
C 1.8122 0.4250 0.8429  0.024
C -1.3887 -0.4203 -1.5639  -0.584
C -2.4326 -0.1804 -0.9613  -0.180
N 2.9309 0.4322 0.2111  -0.667
H 2.8088 0.7769 -0.7456  0.260
H 1.8481 0.0571 1.8709  0.336
H -0.8751 -0.3925 -2.5042  0.334
H -3.3646 -0.0184 -0.4799  0.474
H -1.5045 0.3468 0.9142  0.069

---

[8]
Computed, not measured: an isolated molecule of C6H11N in a non-equilibrium geometry, with ωB97M-V with the def2-TZVPD basis set.

Properties
Charge: 0
Kohn-Sham gap (hartree): 0.3470
Energy (eV): -7885.1140
2S+1: 1
Energy relative to the best compared isomer or geometry (same formula, charge and spin) (kJ/mol): 522.7

Last column: Mulliken charge in e.
Element x y z (Å)
C 2.2478 0.1433 -0.4712  -1.311
C 1.2778 -0.4396 0.4978  0.074
C -0.1139 -0.7533 -0.1242  -0.241
C -1.5550 -1.1181 -0.0928  -0.660
C -0.8103 1.2677 0.0276  -0.680
C 0.0751 0.3360 0.7602  0.135
H 2.4759 -0.7625 -1.0611  0.315
H 2.0627 1.0749 -1.0204  0.292
H 3.1663 0.3873 0.1544  0.372
H 1.4965 -1.1428 1.3463  0.391
H 0.2110 -0.5238 -1.0732  0.273
H -1.7571 -1.6436 -1.0805  0.231
H -1.9775 -1.7609 0.6997  0.304
H -2.7626 0.5212 0.1437  0.250
H -0.4059 1.8576 -0.9331  0.145
H -1.3974 1.9116 0.6691  0.348
H -0.2615 0.3148 1.8952  0.187
N -1.9718 0.3302 -0.3374  -0.424